ORCA calculation (the ωB97M-V functional and the def2-TZVPD basis) on C45H100B4F16HgN5 as an isolated structure at a distorted geometry.

net charge	+3
energy above the lowest of the compared OMol25 structures with the same formula, charge and spin	0.0	kcal per mole

Geometry (Å):
H 4.762 -6.710 2.222
H -2.071 -1.847 0.216
H -7.868 -1.204 -0.121
H 2.589 4.949 -6.672
H -2.961 1.048 8.516
H 1.360 -1.853 -2.959
H 4.869 -4.448 1.713
H -3.838 -2.102 -2.434
H 1.298 0.866 5.103
H -0.071 3.474 -1.866
H -3.591 -5.283 -0.037
H 2.349 -2.157 -5.077
C -3.728 3.037 0.093
H 0.594 0.359 -2.246
H 2.958 0.331 -5.665
F 3.514 3.769 4.196
F 3.975 4.073 -0.959
H -1.375 -2.300 -2.104
H 2.330 -3.247 1.266
H 6.818 -8.900 1.558
C -5.127 -3.355 -0.321
H 0.670 -1.707 -5.453
H -0.298 -4.422 -2.067
H -1.140 3.720 2.375
H -1.819 -3.115 -3.504
H 2.597 -6.914 -0.141
H -1.117 3.757 5.643
C 6.595 -6.813 1.190
H -1.228 2.399 -0.987
H -5.191 -3.523 0.757
C 1.513 2.321 -6.328
C 5.070 -6.799 1.180
C -1.776 5.555 -3.321
H 1.711 1.890 -3.960
H 2.633 -0.669 -3.350
F -0.518 0.246 1.661
H -2.826 0.442 5.202
N -3.615 -3.174 -0.573
C -2.960 -4.404 0.090
C 0.592 0.160 -3.321
C -0.489 0.528 6.104
H -3.566 -1.722 1.075
H -3.848 5.088 -0.482
H -6.154 -2.181 -1.702
C -6.012 -2.149 -0.616
H -1.042 -5.445 0.081
Hg 3.008 1.871 0.484
H -7.269 -2.197 1.185
C 4.801 -6.024 -1.261
C -2.947 3.131 1.413
C -2.259 0.504 7.895
F 0.712 1.312 0.034
N 0.987 1.052 -5.651
C -1.485 3.510 1.362
C -0.447 3.456 6.456
C -1.542 -4.602 -0.398
C -0.355 0.670 -6.227
F 5.145 1.890 -0.144
H 2.752 -6.100 1.430
H -3.406 2.138 -0.452
C 2.951 -6.016 0.360
H -0.992 1.546 -6.322
H -0.802 -0.341 5.529
H 4.237 -3.278 -1.053
C 1.598 -0.961 -3.540
C 1.608 -1.361 -5.016
F 1.609 -0.355 1.255
H -0.085 4.602 0.112
C 0.858 3.643 -6.032
H 1.704 2.019 -7.357
H 1.550 2.466 6.673
C -2.715 1.447 5.604
H -0.170 0.064 -7.111
C 4.059 -3.282 0.034
H -5.250 -4.306 -0.835
H 5.101 -7.056 -1.425
F -0.133 -0.821 -0.334
C -7.345 -2.136 0.097
H 1.121 -5.004 0.307
N 4.444 -5.806 0.214
H -1.797 -5.399 -2.376
H 0.011 1.522 4.216
H -3.320 4.020 1.949
H -2.754 5.174 -3.626
H -3.957 -3.866 -2.518
H -1.747 3.028 -2.524
H -0.919 -3.812 0.042
H -5.543 1.530 4.374
H 4.049 -5.590 -1.909
H -3.235 2.366 2.136
H 1.883 -0.281 -6.916
C -3.154 -1.900 0.084
B 0.414 0.035 0.648
H -4.318 1.831 7.143
H -0.931 0.016 -5.572
H -2.953 -4.178 1.155
H -0.143 4.376 6.956
H 7.007 -6.861 0.177
H -0.068 2.030 -3.911
H -6.252 1.878 5.802
H -2.497 2.212 4.867
H -0.603 7.281 -3.998
B 5.196 0.459 -0.209
H -1.044 4.853 -3.718
F 3.684 3.622 1.913
H -8.058 -2.909 -0.190
H 1.332 5.150 -7.627
C -1.140 4.600 0.381
H -2.092 7.078 -4.797
H -5.592 0.289 5.675
F 3.361 1.718 3.143
F 2.244 4.683 -2.316
C -1.113 3.242 -1.664
C 4.899 -4.390 0.620
H 8.248 -8.056 1.872
F 4.431 0.082 -1.316
C 1.974 -0.099 -5.845
F 6.496 0.055 -0.209
H 1.203 5.826 -6.008
H -3.619 3.888 -1.827
H -0.903 2.606 1.148
C 7.171 -7.949 1.972
H -5.483 -1.208 -0.468
C -1.666 5.688 -1.816
C 1.499 4.942 -6.566
H 0.499 3.878 -5.033
H -0.656 6.059 -1.633
H -2.663 -0.443 7.529
H -0.431 -0.233 -3.375
C 2.574 -3.421 0.216
N -1.828 4.388 -0.965
H -0.662 2.274 8.214
C 0.399 1.476 5.232
C -3.401 -3.034 -2.083
H -2.177 7.800 -3.277
C 0.766 1.387 -4.179
H -1.460 0.135 8.539
H -2.381 6.410 -1.429
H 5.726 -5.484 -1.471
H -0.077 3.582 -6.608
H -2.041 3.205 7.783
B 2.702 3.751 -1.396
H -4.119 3.020 5.889
H 6.805 -7.876 2.997
H 4.707 -7.774 0.843
H -1.398 5.606 0.714
F 1.792 3.650 -0.341
C -5.380 1.329 5.437
N -1.716 1.253 6.724
C -3.338 4.188 -0.817
F 2.761 2.456 -1.949
H 2.056 -2.793 -0.506
F 4.497 0.051 0.968
C -1.374 -4.507 -1.915
F 1.663 3.187 2.882
H 4.486 -2.293 0.212
H 2.106 -4.926 -1.216
H 6.903 -5.848 1.603
C 0.772 2.739 5.952
C -4.096 1.947 6.083
B 3.077 3.078 3.099
C -1.940 -3.182 -2.419
H -0.001 0.155 7.005
H 1.410 3.393 5.353
H 5.977 -4.353 0.474
C -1.269 2.565 7.353
C -1.641 7.012 -3.802
H -4.760 2.797 0.340
H -3.316 -1.040 -0.564
H 2.533 2.448 -5.944
C 2.107 -4.842 -0.124